18
Properties=species:S:1:pos:R:3 method="wB97M-V/def2-TZVPD" smiles=CS.O.O.O.O relative_energy_kj_mol=120.5 e_lumo_ev=0.19 gap_ha=0.3341 homo_energy_ev=-8.898
O -0.95 2.42 -1.72
H -0.18 1.23 1.91
H 2.40 1.46 -0.51
H -1.95 -0.84 -1.70
O 1.65 2.00 -0.25
H 0.37 -2.59 -0.36
O 0.48 0.58 1.63
H 0.70 0.83 0.71
H 1.19 1.82 -1.08
H -0.02 -0.71 3.56
H 0.33 -1.88 -1.95
H -0.70 -3.36 -1.66
C -0.27 -2.45 -1.23
H 0.48 -1.53 2.43
S -1.42 -1.25 -0.56
H -0.58 2.80 -0.89
H -1.63 3.10 -1.65
O 0.09 -1.64 3.32

***

75
Properties=species:S:1:pos:R:3 method="wB97M-V/def2-TZVPD" e_lumo_ev=1.77 charge=-1 gap_ha=0.2302 homo_energy_ev=-4.489
O -7.02 1.30 2.38
H 4.17 5.98 0.04
O 1.26 -4.52 -1.35
H -7.11 -0.69 1.85
H 4.83 3.31 -0.74
O 2.88 -6.09 -1.60
H -7.29 -0.04 4.82
O 4.91 -2.13 -0.78
H 5.03 -2.82 -3.64
H 2.03 5.30 1.33
H 0.54 -6.31 0.55
H 4.05 -1.32 -3.74
C 4.42 -2.10 -3.08
O -6.80 0.28 -2.57
C -6.08 1.13 -2.11
C 1.69 -5.63 -1.13
H 2.60 -7.40 0.85
C 5.22 3.94 0.12
C 3.94 -3.16 -1.03
Cl -1.23 3.75 -0.02
C 5.72 2.94 1.28
C -7.78 -0.33 3.89
H -1.62 0.92 0.85
H 6.17 4.47 -0.25
H 4.80 2.62 1.87
H 1.18 4.83 -0.82
H -8.09 -1.37 3.98
H -3.51 2.94 -2.30
H -5.81 -0.27 2.98
H 6.39 3.49 2.03
H -9.37 1.01 4.51
C -8.92 0.63 3.59
H 2.75 -8.08 -2.12
C -4.19 2.34 -1.69
O 6.09 -0.69 -2.07
C 5.24 -1.53 -1.96
H 0.12 0.54 1.27
C -0.57 0.89 0.42
H 4.06 -7.68 -0.99
C 4.21 5.03 0.67
H 2.86 -3.64 -2.86
H -6.40 1.59 -0.06
C -6.85 -0.08 2.72
C -5.34 3.15 -1.15
H 1.76 -8.72 0.03
H -5.11 3.65 -0.21
O -8.68 2.82 2.62
C 3.02 -7.47 -1.25
C 2.10 -7.68 -0.08
C -0.03 2.35 0.05
H 4.46 -4.12 -1.08
C 2.71 4.51 0.86
H -9.68 0.17 2.95
B 2.00 4.01 -0.57
H 2.77 3.98 -1.48
H -3.61 1.85 -0.89
C 6.52 1.68 0.73
H 6.96 1.94 -0.29
H 3.22 -3.18 -0.21
H 5.86 0.77 0.58
C 0.97 -6.71 -0.36
C -6.44 2.10 -1.02
H -0.44 0.15 -0.42
H 7.37 1.36 1.42
O -4.79 1.32 -2.50
C -8.23 1.73 2.84
C 1.35 2.53 -0.22
H 2.75 3.62 1.57
H 2.48 -2.07 -2.16
H -7.42 2.54 -1.19
H -5.64 3.90 -1.88
C 3.29 -2.78 -2.34
H 0.20 -7.15 -1.00
Cl 2.47 1.06 -0.15
H 4.59 5.31 1.72

***

61
Properties=species:S:1:pos:R:3 method="wB97M-V/def2-TZVPD" relative_energy_kj_mol=0.0 e_lumo_ev="-2.62 / -2.95" spin_multiplicity=4 charge=+1 gap_ha="0.2951 / 0.2830" homo_energy_ev="-10.652 / -10.652"
O -0.37 -2.67 0.48
N -2.90 3.78 3.29
H -1.86 -3.59 1.49
N -4.37 0.40 0.01
N -3.47 -1.45 1.04
H 1.84 -4.27 -3.20
H 2.35 -2.28 -1.25
H -2.62 -0.94 0.85
H 2.63 -4.58 -1.60
O -0.92 0.26 0.55
H 1.20 -5.51 -2.20
N 1.43 -2.16 -1.68
O -3.42 2.46 1.53
N 1.19 -0.36 2.83
C 1.70 -4.54 -2.15
H 1.35 -3.89 0.45
H -1.18 -2.09 2.24
H -2.44 3.94 4.16
H -5.04 0.78 -0.63
N -1.82 1.76 2.94
H -0.15 -3.53 -2.22
H 1.74 -2.18 -2.65
C -0.96 -3.03 1.74
C -4.57 -0.86 0.49
H 0.87 3.89 -3.24
H -0.87 2.92 -0.52
H 1.50 2.43 -3.84
Co 0.27 -0.77 -0.56
H -1.24 2.07 3.70
O 1.81 -0.62 0.69
H -1.29 1.14 0.50
H 4.43 4.08 -2.52
H 3.95 -1.46 1.68
H -3.69 -2.33 1.45
H -3.47 4.52 2.91
H 3.30 4.86 -3.61
H 2.04 1.18 -1.14
C 0.55 2.16 -1.93
H 0.30 4.05 -0.89
O 2.58 3.35 -2.27
O -5.64 -1.45 0.37
H 0.76 2.62 0.20
H -1.51 1.15 2.19
N 3.26 -1.22 2.37
H -0.39 1.94 -2.44
H -3.58 0.97 0.28
N 1.17 0.88 -1.60
C 3.54 3.91 -3.13
C 2.12 -0.67 1.91
H 3.85 3.22 -3.92
H 3.42 -1.23 3.36
H 1.15 -0.72 3.76
C 0.42 -3.69 -0.09
H -0.09 -4.67 -0.08
C -2.78 2.64 2.58
C 1.38 2.98 -2.90
H 0.30 0.00 2.49
H -0.29 -3.55 2.43
C 0.21 2.98 -0.67
H 1.59 0.49 -2.45
C 0.72 -3.48 -1.57

***

17
Properties=species:S:1:pos:R:3 method="wB97M-V/def2-TZVPD" smiles="[H]/N=C(/N)N(O)CCS" relative_energy_kj_mol=158.2 e_lumo_ev=0.57 gap_ha=0.3616 homo_energy_ev=-9.272
N -2.16 1.79 0.77
H -0.18 1.74 -1.58
H 2.28 0.19 -1.06
N -1.72 -0.39 1.43
S 1.20 -1.96 -1.10
O 0.10 1.82 -0.64
C -1.49 0.74 0.72
H 0.58 -0.55 1.44
H -1.59 -1.20 0.82
C 1.91 -0.53 -0.29
H 1.34 0.99 1.18
N -0.27 0.57 -0.07
H 0.29 -1.34 -1.75
C 0.90 0.11 0.67
H -2.66 -0.38 1.82
H -1.72 2.54 0.20
H 2.80 -0.89 0.27

***

16
Properties=species:S:1:pos:R:3 method="wB97M-V/def2-TZVPD" relative_energy_kj_mol=569.9 e_lumo_ev=0.97 gap_ha=0.3637 homo_energy_ev=-8.931
H -0.79 -0.39 -1.51
H 4.09 -0.54 0.32
H 3.47 0.80 1.29
C -3.01 -0.20 0.03
H -1.66 1.50 -0.48
H -3.02 -0.42 -1.06
H -2.51 -0.97 0.83
C 2.04 -0.08 0.00
N -1.38 -0.34 0.52
C -2.07 0.91 0.34
H -0.57 -1.90 -0.61
C 3.41 0.32 0.31
C -0.49 -0.80 -0.54
H -2.22 1.49 1.25
C 0.91 -0.42 -0.25
H 3.80 1.03 -0.43

***

53
Properties=species:S:1:pos:R:3 method="wB97M-V/def2-TZVPD" relative_energy_kj_mol=0.0 e_lumo_ev=-6.87 charge=+2 gap_ha=0.2860 homo_energy_ev=-14.650
C 4.22 3.18 3.37
C -2.30 0.42 0.50
H 5.30 0.48 4.83
N 0.14 -2.57 -1.18
C 4.61 1.13 4.30
H -5.11 -2.82 2.14
H 2.94 2.55 -2.98
C 2.49 1.56 3.31
C -0.67 -3.32 -1.94
C -6.00 0.04 0.52
C 3.33 0.68 3.98
C 2.00 1.30 -1.52
H -1.43 -5.30 -2.33
H -0.06 -6.30 -0.48
H -2.18 -1.95 -2.56
C 2.93 2.83 2.99
C -3.74 -1.36 1.39
C -2.10 1.81 -0.03
S 1.94 -2.30 0.80
C 1.11 1.67 -3.70
H -0.77 -2.02 -3.62
C -1.45 -2.62 -3.01
I 3.48 1.51 -0.08
H 3.01 -0.31 4.26
C -0.78 -4.69 -1.73
H 1.17 2.14 -4.67
N 5.05 2.35 4.00
C -0.03 -5.24 -0.70
C -4.75 0.57 0.29
H -4.66 1.51 -0.23
H -0.72 0.60 -4.10
C 0.01 0.26 -2.13
N 0.97 0.50 -1.21
Sn 0.78 -0.28 0.83
H -2.45 1.87 -1.07
H 2.29 3.55 2.49
C 0.79 -3.22 -0.22
H -6.88 0.56 0.18
H -7.11 -1.59 1.37
H -2.70 2.52 0.55
C -6.12 -1.18 1.18
H -0.78 -0.42 -1.84
C -3.61 -0.13 0.72
Se 0.68 1.05 2.94
C 2.10 1.91 -2.76
H -2.86 -1.88 1.73
C -5.00 -1.87 1.62
H 4.61 4.17 3.15
O -1.28 -0.29 0.78
H -1.06 2.10 0.02
N 0.76 -4.50 0.08
H -1.98 -3.32 -3.65
C 0.06 0.82 -3.38

***

Number 1: DFT total energy -744.3967 Ha. Number 2: DFT total energy -2485.6631 Ha. Number 3: DFT total energy -2712.2683 Ha. Number 4: DFT total energy -757.3478 Ha. Number 5: DFT total energy -288.5650 Ha. Number 6: DFT total energy -4494.4197 Ha.